Record 1
{
  "formula": "C43H42F48N2O9S",
  "method": "ωB97M-V/def2-TZVPD",
  "elements": ["F", "C", "F", "C", "F", "F", "C", "O", "C", "F", "F", "C", "F", "F", "H", "H", "H", "H", "F", "C", "F", "C", "F", "F", "C", "O", "C", "F", "F", "C", "F", "F", "H", "H", "H", "H", "F", "C", "F", "C", "F", "F", "C", "O", "C", "F", "F", "C", "F", "F", "H", "H", "H", "H", "F", "C", "F", "C", "F", "F", "C", "O", "C", "F", "F", "C", "F", "F", "H", "H", "H", "H", "F", "C", "F", "C", "F", "F", "C", "O", "C", "F", "F", "C", "F", "F", "H", "H", "H", "H", "F", "C", "F", "C", "F", "F", "C", "O", "C", "F", "F", "C", "F", "F", "H", "H", "H", "H", "C", "C", "O", "S", "C", "O", "O", "H", "H", "H", "H", "H", "H", "H", "H", "C", "C", "C", "N", "C", "C", "H", "H", "H", "H", "H", "C", "C", "C", "N", "C", "C", "H", "H", "H", "H", "H"],
  "coordinates": [[1.529, -14.407, 14.063], [2.369, -15.103, 14.860], [2.189, -16.418, 14.683], [3.789, -14.594, 14.716], [4.526, -15.094, 15.734], [3.810, -13.256, 14.810], [4.508, -15.072, 13.422], [3.633, -14.810, 12.309], [4.261, -14.868, 11.064], [5.281, -13.994, 10.876], [4.880, -16.062, 10.969], [3.197, -14.716, 9.938], [2.659, -13.459, 9.986], [3.525, -14.908, 8.643], [2.187, -14.851, 15.913], [4.617, -16.156, 13.415], [5.422, -14.520, 13.202], [2.367, -15.400, 10.128], [7.202, -7.204, 12.039], [6.370, -6.158, 12.295], [5.088, -6.535, 12.333], [6.886, -5.385, 13.536], [7.272, -6.242, 14.505], [5.847, -4.606, 13.927], [8.024, -4.531, 13.077], [8.666, -3.806, 14.135], [9.568, -2.850, 13.704], [10.281, -2.480, 14.783], [10.435, -3.405, 12.834], [9.021, -1.570, 13.095], [8.481, -1.787, 11.868], [7.988, -1.080, 13.855], [6.496, -5.528, 11.410], [7.616, -3.793, 12.385], [8.757, -5.137, 12.544], [9.680, -0.696, 13.121], [1.103, -12.959, 19.514], [1.224, -11.711, 19.019], [1.699, -10.919, 19.994], [1.985, -11.753, 17.621], [1.851, -10.582, 16.981], [1.392, -12.666, 16.837], [3.516, -12.030, 17.873], [3.806, -13.345, 18.323], [4.681, -13.382, 19.428], [5.883, -12.900, 19.064], [4.074, -12.662, 20.376], [4.935, -14.838, 19.872], [5.460, -15.726, 19.012], [5.678, -14.974, 21.012], [0.245, -11.289, 18.760], [3.839, -11.235, 18.547], [4.009, -11.778, 16.931], [3.942, -15.194, 20.167], [7.233, -10.991, 9.727], [5.995, -10.462, 9.921], [6.189, -9.287, 10.555], [5.199, -10.372, 8.606], [5.191, -11.538, 7.941], [5.674, -9.383, 7.786], [3.789, -9.952, 8.902], [2.924, -9.797, 7.758], [1.880, -10.704, 7.620], [2.455, -11.871, 7.261], [1.192, -10.789, 8.764], [1.018, -10.208, 6.456], [0.366, -9.057, 6.639], [1.837, -10.082, 5.375], [5.417, -11.044, 10.648], [3.622, -9.093, 9.552], [3.270, -10.717, 9.492], [0.326, -10.999, 6.155], [-7.850, -12.925, 10.943], [-6.495, -12.910, 11.093], [-5.920, -12.030, 10.248], [-6.193, -12.547, 12.582], [-6.984, -13.388, 13.297], [-6.697, -11.318, 12.792], [-4.712, -12.666, 12.909], [-4.375, -14.075, 12.744], [-3.203, -14.330, 12.020], [-3.500, -13.899, 10.755], [-2.211, -13.610, 12.529], [-2.931, -15.826, 12.015], [-1.877, -16.170, 11.261], [-2.711, -16.255, 13.275], [-6.142, -13.890, 10.764], [-4.627, -12.531, 13.990], [-4.013, -11.973, 12.449], [-3.820, -16.277, 11.563], [-3.952, -4.801, 11.266], [-3.568, -4.601, 12.528], [-4.625, -4.653, 13.383], [-2.496, -5.669, 12.953], [-2.101, -5.509, 14.260], [-1.408, -5.557, 12.170], [-3.006, -7.081, 12.953], [-3.296, -7.591, 11.652], [-2.302, -8.431, 11.057], [-1.121, -7.868, 11.243], [-2.270, -9.627, 11.684], [-2.808, -8.647, 9.632], [-2.822, -7.498, 8.926], [-2.089, -9.585, 8.986], [-3.176, -3.600, 12.715], [-3.948, -7.047, 13.502], [-2.270, -7.647, 13.526], [-3.836, -9.017, 9.678], [1.558, -6.466, 8.282], [1.419, -6.199, 9.789], [2.416, -5.299, 10.244], [2.059, -4.061, 11.251], [2.018, -4.928, 12.825], [3.135, -3.122, 11.274], [0.744, -3.576, 10.920], [2.289, -7.280, 8.228], [1.979, -5.694, 7.645], [0.618, -6.929, 7.982], [0.462, -5.695, 9.950], [1.527, -7.139, 10.326], [1.581, -4.189, 13.496], [3.036, -5.224, 13.057], [1.276, -5.722, 12.749], [6.737, -10.170, 14.255], [7.215, -10.814, 15.387], [6.830, -10.332, 16.641], [6.107, -9.228, 16.754], [5.459, -8.745, 15.656], [5.751, -9.192, 14.357], [7.048, -10.543, 13.287], [7.856, -11.683, 15.333], [7.305, -10.722, 17.533], [4.900, -7.858, 15.919], [5.389, -8.547, 13.569], [1.310, -11.121, 13.541], [2.266, -10.184, 13.773], [2.510, -9.248, 12.733], [1.857, -9.136, 11.608], [0.929, -10.106, 11.387], [0.699, -11.128, 12.295], [1.190, -11.988, 14.178], [2.955, -10.194, 14.606], [3.233, -8.462, 12.934], [0.476, -10.128, 10.405], [-0.015, -11.849, 11.918]],
  "homo_lumo_gap_ha": 0.3656,
  "homo_ha": -0.3631,
  "total_charge": 0,
  "energy_ev": -207951.9344
}

=====

Record 2
{
  "formula": "C5H10N4",
  "method": "ωB97M-V/def2-TZVPD",
  "elements": ["C", "C", "C", "C", "C", "N", "N", "N", "N", "H", "H", "H", "H", "H", "H", "H", "H", "H", "H"],
  "coordinates": [[1.018, 1.607, 0.106], [-1.002, 0.083, -1.798], [0.877, -1.619, -0.114], [0.564, 0.342, 0.798], [-0.931, -0.226, -0.331], [0.199, 0.532, 2.111], [1.415, -0.771, 0.633], [0.743, -2.604, -0.832], [-1.999, -0.468, 0.296], [-0.359, 1.341, 2.334], [0.034, -0.300, 2.660], [0.933, -3.536, -0.492], [-1.865, -0.625, 1.299], [0.232, 2.362, 0.112], [1.891, 1.990, 0.644], [1.309, 1.390, -0.918], [-0.263, -0.504, -2.344], [-2.001, -0.130, -2.175], [-0.796, 1.136, -1.988]],
  "homo_lumo_gap_ha": 0.3054,
  "homo_ha": -0.2934,
  "total_charge": 0,
  "energy_ev": -11304.7569
}

=====

Record 3
{
  "formula": "C54H108N6O6",
  "method": "ωB97M-V/def2-TZVPD",
  "elements": ["C", "C", "C", "C", "C", "C", "N", "O", "C", "C", "C", "H", "H", "H", "H", "H", "H", "H", "H", "H", "H", "H", "H", "H", "H", "H", "H", "H", "H", "C", "C", "C", "C", "C", "C", "N", "O", "C", "C", "C", "H", "H", "H", "H", "H", "H", "H", "H", "H", "H", "H", "H", "H", "H", "H", "H", "H", "H", "C", "C", "C", "C", "C", "C", "N", "O", "C", "C", "C", "H", "H", "H", "H", "H", "H", "H", "H", "H", "H", "H", "H", "H", "H", "H", "H", "H", "H", "C", "C", "C", "C", "C", "C", "N", "O", "C", "C", "C", "H", "H", "H", "H", "H", "H", "H", "H", "H", "H", "H", "H", "H", "H", "H", "H", "H", "H", "C", "C", "C", "C", "C", "C", "N", "O", "C", "C", "C", "H", "H", "H", "H", "H", "H", "H", "H", "H", "H", "H", "H", "H", "H", "H", "H", "H", "H", "C", "C", "C", "C", "C", "C", "N", "O", "C", "C", "C", "H", "H", "H", "H", "H", "H", "H", "H", "H", "H", "H", "H", "H", "H", "H", "H", "H", "H"],
  "coordinates": [[-4.967, -3.243, -0.545], [-4.390, -1.869, -0.320], [-4.452, -0.918, -1.630], [-5.819, -0.197, -1.823], [-6.337, 0.475, -0.539], [-6.383, -0.540, 0.599], [-4.881, -0.843, 0.663], [-4.883, -2.045, 2.226], [-6.637, 0.342, 1.983], [-7.435, -1.565, 0.395], [-2.889, -2.115, 0.083], [-4.531, -3.782, -1.418], [-5.949, -2.980, -1.025], [-5.168, -3.957, 0.317], [-3.639, -0.244, -1.330], [-4.091, -1.510, -2.519], [-6.540, -0.912, -2.171], [-5.671, 0.638, -2.572], [-7.347, 0.924, -0.721], [-5.616, 1.185, -0.148], [-6.741, -0.426, 2.839], [-5.963, 1.174, 2.275], [-7.595, 0.856, 1.870], [-7.097, -2.490, 0.814], [-8.398, -1.247, 0.704], [-7.443, -1.851, -0.679], [-2.425, -2.719, -0.700], [-2.947, -2.748, 0.959], [-2.342, -1.223, 0.301], [-0.071, -4.737, 2.705], [1.368, -4.895, 3.252], [2.208, -5.744, 2.332], [3.776, -5.690, 2.559], [4.156, -4.217, 2.239], [3.429, -3.201, 3.181], [1.993, -3.527, 3.371], [1.360, -2.835, 4.267], [4.105, -3.003, 4.536], [3.432, -1.775, 2.507], [1.341, -5.439, 4.703], [0.118, -4.278, 1.737], [-0.527, -4.085, 3.410], [-0.508, -5.718, 2.646], [1.815, -6.742, 2.438], [2.067, -5.381, 1.289], [4.219, -6.513, 1.942], [4.013, -5.886, 3.638], [3.946, -3.901, 1.253], [5.287, -4.113, 2.336], [5.211, -2.718, 4.435], [3.478, -2.229, 5.052], [4.122, -3.888, 5.161], [4.431, -1.491, 2.136], [2.618, -1.565, 1.757], [3.157, -1.068, 3.315], [2.196, -5.004, 5.211], [1.506, -6.530, 4.742], [0.408, -5.139, 5.259], [-1.312, -2.091, -4.284], [-0.851, -1.350, -5.528], [-1.201, 0.264, -5.410], [-0.089, 0.850, -4.651], [1.141, 0.879, -5.499], [1.589, -0.802, -5.844], [0.553, -1.582, -5.793], [0.774, -2.947, -6.093], [2.218, -0.949, -7.369], [2.696, -1.316, -4.737], [-1.588, -2.037, -6.853], [-1.290, -1.504, -3.320], [-0.788, -3.029, -4.285], [-2.367, -2.431, -4.434], [-1.329, 0.801, -6.341], [-2.162, 0.208, -4.931], [0.158, 0.420, -3.645], [-0.397, 1.880, -4.460], [2.002, 1.279, -4.922], [0.985, 1.124, -6.516], [3.296, -0.776, -7.438], [1.879, -1.950, -7.648], [1.702, -0.106, -7.884], [2.663, -0.445, -4.032], [2.266, -2.013, -4.029], [3.714, -1.604, -4.906], [-2.458, -1.599, -7.164], [-1.610, -3.066, -6.680], [-0.838, -1.852, -7.531], [1.459, 2.523, 2.109], [1.441, 2.659, 0.480], [1.308, 1.311, -0.154], [-0.085, 0.874, -0.214], [-0.989, 1.723, -0.809], [-1.070, 3.098, -0.149], [0.343, 3.477, -0.013], [0.370, 4.799, 0.319], [-1.681, 4.122, -1.086], [-1.809, 3.064, 1.216], [2.634, 3.326, -0.032], [1.117, 3.513, 2.386], [2.444, 2.229, 2.618], [0.750, 1.837, 2.517], [1.434, 1.583, -1.178], [2.075, 0.613, 0.185], [-0.314, 0.540, 0.813], [-0.044, -0.023, -0.867], [-1.999, 1.380, -1.152], [-0.487, 2.231, -1.648], [-2.464, 3.446, -1.500], [-2.099, 5.008, -0.667], [-0.988, 4.423, -1.844], [-1.706, 4.125, 1.467], [-2.896, 2.776, 1.242], [-1.262, 2.524, 1.950], [3.505, 3.046, 0.588], [2.464, 4.386, 0.255], [2.830, 3.145, -1.042], [1.920, 5.446, -2.928], [3.282, 4.870, -3.622], [4.259, 5.946, -3.400], [5.673, 5.521, -3.668], [5.843, 4.258, -2.772], [4.872, 3.160, -3.126], [3.459, 3.570, -2.977], [2.175, 0.567, -2.501], [5.241, 2.264, -4.335], [5.070, 2.056, -1.812], [2.953, 4.601, -5.033], [1.193, 4.628, -2.957], [1.546, 6.319, -3.387], [2.081, 5.807, -1.946], [3.865, 6.906, -3.819], [4.171, 6.161, -2.354], [6.242, 6.234, -3.113], [5.887, 5.437, -4.681], [5.482, 4.662, -1.833], [6.907, 3.853, -2.652], [6.021, 1.541, -4.192], [4.330, 1.664, -4.611], [5.570, 2.868, -5.192], [5.277, 2.659, -0.935], [4.110, 1.638, -1.568], [5.839, 1.309, -1.990], [3.737, 5.248, -5.491], [2.022, 5.030, -5.343], [3.106, 3.603, -5.332], [-4.398, 0.303, 5.309], [-3.102, -0.571, 5.353], [-2.498, -0.513, 3.965], [-1.100, -0.881, 3.974], [-0.286, 0.012, 4.792], [-0.672, -0.155, 6.341], [-2.112, -0.140, 6.507], [-2.490, -0.322, 7.629], [-0.187, -1.472, 6.782], [-0.035, 0.988, 7.005], [-3.409, -2.012, 5.797], [-5.329, -0.181, 5.208], [-4.446, 0.897, 4.368], [-4.476, 1.107, 6.125], [-3.217, -1.152, 3.346], [-2.499, 0.421, 3.486], [-0.679, -0.878, 2.925], [-0.997, -1.931, 4.385], [-0.354, 1.079, 4.512], [0.727, -0.322, 4.748], [-0.068, -1.362, 7.914], [-0.792, -2.375, 6.746], [0.821, -1.649, 6.451], [1.086, 0.890, 6.856], [-0.459, 1.900, 6.613], [-0.359, 0.939, 8.045], [-2.468, -2.630, 5.817], [-4.010, -2.553, 5.019], [-4.043, -2.134, 6.691]],
  "homo_lumo_gap_ha": [0.0660, 0.0334],
  "homo_ha": [-0.2205, -0.1879],
  "s_squared": 12.17,
  "multiplicity": 7,
  "total_charge": 0,
  "energy_ev": -78945.5679
}